(1)
{
  "formula": "C38H40KN4O4P2SSi",
  "method": "ωB97M-V/def2-TZVPD",
  "symbols": ["H", "O", "C", "C", "C", "H", "O", "H", "H", "H", "C", "C", "C", "H", "C", "H", "C", "C", "H", "H", "N", "N", "H", "C", "C", "C", "C", "H", "H", "H", "H", "C", "H", "C", "H", "O", "C", "C", "H", "C", "H", "H", "H", "C", "C", "C", "C", "H", "H", "C", "C", "P", "C", "H", "H", "O", "H", "P", "C", "C", "H", "S", "H", "Si", "C", "C", "H", "H", "N", "C", "H", "C", "C", "H", "H", "C", "C", "H", "H", "H", "H", "K", "C", "N", "H", "H", "H", "C", "C", "C", "H"],
  "positions_angstrom": [[3.645516, 2.511216, 0.493725], [-0.260946, -3.895575, 0.828480], [0.927494, 3.091151, -5.295167], [0.766964, 1.471321, -3.504125], [1.593738, 3.372272, 2.537365], [4.417015, -2.827565, 1.516507], [-1.830333, 1.791074, 0.064799], [-2.423909, 4.294153, -0.496246], [2.981803, -3.852566, 1.339770], [0.525269, 1.989917, 1.296931], [0.534278, 2.985464, 1.727383], [-4.049543, -2.449596, -0.759011], [-3.441587, 3.394342, 1.886954], [1.599231, 0.155926, 6.405258], [0.967757, 0.456251, 5.578665], [0.614134, -1.165991, -4.800887], [-1.581862, -0.134396, -3.441337], [1.912077, -2.415383, 4.934663], [2.775046, -4.388974, 4.528589], [-5.897786, 5.333730, 3.227531], [1.982190, -1.251017, 4.172233], [-1.695875, -1.020675, -0.272928], [-4.100570, 5.409256, 1.544733], [-1.711997, -2.353616, -0.277832], [0.349992, 1.959106, -4.740657], [-3.679617, 2.241571, 2.643186], [2.605725, -3.356275, 4.279502], [-1.530430, -0.215082, -4.528841], [1.350314, -2.469517, 5.849762], [-2.779610, -4.204428, -0.442809], [2.386103, 2.666873, 2.762040], [-0.357753, -3.044523, -0.075227], [3.130980, 3.836767, -2.847535], [-4.256248, 4.500538, 2.119947], [0.591546, 3.453772, -6.260070], [-4.033636, 1.789421, -0.714820], [3.635182, 0.365801, -1.712714], [-4.090261, -1.083952, -0.781312], [2.751124, 3.750706, -0.390723], [-4.704119, 2.189286, 3.577660], [-3.069496, 1.358300, 2.477265], [-4.722903, 1.588860, -0.063793], [-1.116595, 1.336858, 2.534535], [1.934614, 3.760514, -4.613816], [-0.521410, 3.854154, 1.458925], [-0.745013, 1.804873, 4.607437], [0.881415, -1.313941, -3.752461], [2.392001, 4.643386, -5.045284], [1.966227, -1.292825, -3.651694], [-2.845136, -3.126270, -0.486842], [-2.883108, -0.337457, -0.492001], [2.262964, 1.484232, -1.174239], [1.779848, 2.159214, -2.811915], [3.220977, -0.538192, -2.157916], [-5.014356, -0.563130, -0.996101], [0.568443, -2.648906, -0.841371], [0.661018, 6.567874, 3.145614], [0.088217, -0.037246, -2.671246], [1.103385, -0.153688, 4.341852], [3.330267, 2.834355, -0.499602], [-4.958778, -3.014603, -0.939665], [3.305477, -0.342453, 1.963407], [-6.318036, 3.261465, 4.507931], [-2.084173, 3.323696, 0.567294], [-0.454207, 5.148851, 1.982042], [0.025823, 1.464662, 5.707835], [-1.495547, 2.582061, 4.660783], [2.469034, 4.967029, 3.679375], [3.122123, -2.780122, 3.131798], [3.742088, -3.499911, 2.039873], [-0.440182, 1.455118, -5.284387], [2.762816, -1.470732, 3.063268], [-0.527262, 1.123345, 3.419915], [-2.065267, -1.027187, -3.041787], [4.284502, 0.868347, -2.430999], [2.354154, 3.297273, -3.376220], [-2.891825, 1.021928, -0.447861], [-4.878621, 1.276537, 4.135584], [-1.265267, 5.845575, 1.784862], [4.220605, 3.020272, -1.105334], [0.526676, -2.282562, -3.395553], [0.713917, -0.700407, 0.186229], [1.640645, 4.659744, 3.052105], [0.382934, 0.166423, 3.281959], [-2.177722, 0.727183, -3.145888], [4.204889, 0.080704, -0.826146], [4.295667, -4.348191, 2.438598], [0.619398, 5.556393, 2.759030], [-5.508933, 3.302052, 3.788940], [-5.275453, 4.461467, 3.062526], [-0.097729, 1.979094, 6.651602]],
  "forces_ev_per_angstrom": [[0.0, 0.0, 0.0], [0.0, 0.2, 0.0], [0.0, 0.0, 0.0], [0.1, 0.1, 0.1], [0.2, 0.1, -0.1], [0.0, 0.0, 0.0], [0.1, -0.1, 0.0], [0.0, 0.1, 0.0], [-0.1, 0.0, 0.0], [0.1, 0.1, 0.0], [0.2, 0.2, -0.3], [0.1, 0.2, 0.1], [0.0, -0.2, -0.2], [0.0, 0.0, 0.0], [0.3, -0.1, 0.1], [0.0, 0.0, 0.0], [0.1, 0.0, 0.2], [-0.1, 0.0, 0.0], [0.0, 0.0, -0.1], [0.0, 0.0, 0.0], [0.2, -0.3, 0.0], [-0.6, -0.2, 0.1], [0.0, 0.0, 0.0], [-0.3, -0.1, 0.0], [0.0, 0.0, -0.1], [0.0, -0.1, -0.1], [0.1, -0.1, 0.0], [0.0, 0.0, 0.0], [0.0, 0.0, -0.1], [0.0, 0.0, 0.0], [0.0, -0.1, 0.0], [-0.2, -0.8, 0.0], [0.0, 0.0, 0.0], [0.1, 0.1, -0.1], [0.0, 0.0, 0.0], [0.1, 0.0, 0.1], [-0.2, 0.0, 0.1], [-0.1, -0.2, -0.1], [0.0, 0.0, 0.0], [0.0, 0.0, 0.1], [-0.2, 0.0, -0.1], [0.1, 0.0, 0.1], [0.1, -0.1, 0.2], [0.0, 0.0, 0.0], [0.1, 0.1, -0.2], [0.0, 0.0, 0.2], [0.0, 0.0, 0.2], [0.0, 0.0, 0.0], [0.0, 0.0, 0.0], [0.1, -0.2, 0.0], [0.1, 0.3, 0.1], [0.7, 0.7, -0.1], [-0.1, 0.0, 0.0], [0.1, 0.0, 0.0], [0.0, 0.0, 0.0], [-0.1, -1.7, -0.9], [0.0, 0.0, 0.0], [-0.3, 0.0, -1.2], [-0.3, 0.3, 0.0], [0.0, -0.1, -0.1], [0.0, 0.0, 0.0], [0.2, 0.2, -0.2], [0.0, 0.0, 0.0], [-0.2, 0.1, 0.2], [-0.1, 0.0, 0.0], [-0.1, 0.0, -0.2], [0.0, 0.0, 0.0], [0.0, 0.0, 0.0], [-0.2, 0.1, 0.1], [0.1, -0.1, -0.2], [0.0, 0.0, 0.0], [0.1, -0.1, 0.3], [-0.2, -0.2, 0.1], [0.0, 0.0, 0.0], [0.0, 0.0, 0.0], [0.0, 0.0, 0.0], [-0.2, -0.1, -0.1], [0.0, 0.0, 0.0], [0.1, 0.0, 0.0], [0.0, 0.0, 0.0], [0.0, 0.0, 0.0], [0.8, 2.1, 1.9], [-0.1, -0.1, 0.0], [-0.2, -0.1, 0.0], [-0.1, 0.0, 0.0], [0.0, 0.0, 0.0], [0.0, 0.0, 0.0], [0.0, 0.0, 0.0], [0.1, 0.0, 0.0], [0.0, 0.0, 0.1], [0.0, 0.0, 0.0]],
  "nbo_charge": [0.24, -0.73, -0.24, -0.33, -0.24, 0.24, -0.89, -0.21, 0.25, 0.21, -0.12, -0.17, -0.49, 0.22, -0.27, 0.20, -0.94, -0.08, 0.23, 0.20, -0.40, -0.63, 0.20, 0.15, -0.14, -0.22, -0.05, 0.19, 0.23, 0.21, 0.23, 0.72, 0.21, -0.15, 0.20, -0.73, -0.93, -0.35, 0.24, -0.21, 0.23, 0.46, 0.22, -0.22, -0.51, -0.25, -0.93, 0.20, 0.21, -0.42, 0.07, 0.81, -0.33, 0.24, 0.19, -0.84, 0.20, 0.87, 0.37, -0.95, 0.19, -0.32, 0.20, 1.70, -0.19, -0.16, 0.23, 0.20, -0.36, -0.42, 0.20, 0.28, 0.07, 0.26, 0.21, -0.21, 0.32, 0.21, 0.20, 0.21, 0.26, 0.85, -0.22, -0.42, 0.25, 0.24, 0.20, -0.23, -0.22, -0.24, 0.21],
  "homo_lumo_gap_ev": 4.29,
  "total_charge": -1,
  "largest_force_ev_per_a": 2.897,
  "homo_energy_ev": -2.1,
  "multiplicity": 1,
  "relative_energy_kcal_mol": 9.8
}



(2)
{
  "formula": "C38H40N11O2Pd",
  "method": "ωB97M-V/def2-TZVPD",
  "symbols": ["C", "H", "H", "C", "C", "C", "H", "H", "H", "C", "C", "H", "N", "H", "C", "H", "Pd", "H", "H", "C", "C", "C", "H", "C", "H", "H", "C", "C", "N", "H", "C", "N", "H", "C", "C", "N", "H", "N", "H", "H", "C", "C", "C", "C", "H", "H", "C", "H", "N", "H", "H", "H", "C", "C", "H", "H", "H", "H", "C", "N", "C", "H", "N", "H", "C", "H", "H", "C", "C", "O", "H", "C", "H", "H", "H", "C", "H", "C", "N", "C", "C", "H", "C", "C", "H", "C", "O", "C", "N", "H", "N", "C"],
  "positions_angstrom": [[4.658044, 2.138249, -3.266248], [-5.857127, 1.096039, 0.195394], [-3.029000, -1.121123, -0.204784], [-6.461131, 1.986548, 4.044634], [1.225952, 0.593371, 6.838599], [-1.685369, -0.167281, -3.860306], [5.999686, -2.814695, -0.732187], [-1.532622, 2.725788, -0.778616], [1.635992, -0.202926, -4.193624], [2.850395, -0.790955, 5.730635], [2.322263, -2.047170, 3.625299], [1.729760, 2.082764, -0.749436], [-3.809207, 0.823486, 0.191090], [-1.297090, 2.600384, -5.560448], [0.269244, -0.309339, -5.911672], [3.362031, -1.896669, 3.335001], [0.167171, -0.105329, -1.335278], [-7.394343, 2.384459, 4.419111], [0.855626, 2.001157, -3.666501], [-2.892343, -0.052452, -0.228329], [0.306093, 0.294043, 5.839187], [-5.108947, 0.585505, 0.799549], [2.359734, -0.235112, 1.413855], [0.655948, -0.552833, 4.792018], [4.697925, 4.259469, -2.947744], [2.840165, 4.224766, -1.313326], [3.012380, 0.906943, -2.002882], [-2.008967, 0.082683, -5.355528], [-1.577712, 1.539331, 6.855787], [4.715342, -4.891831, -1.097047], [-6.366492, 1.570899, 2.722562], [-3.363568, 2.078571, 0.009919], [-5.296618, -0.487387, 0.727787], [4.364007, -1.526737, -1.200303], [-1.035245, 0.867544, 5.901324], [-0.841077, 0.629354, -6.040477], [1.123288, 0.088148, -6.461984], [2.323430, -0.264580, -1.697995], [-1.071228, -2.508236, 0.769851], [-5.412289, 2.238226, 5.906887], [-2.175471, 1.903781, -0.511682], [-0.157843, -2.125471, 1.194114], [-4.160476, 1.402508, 4.383709], [1.930077, -1.097439, 4.735552], [0.392232, 2.302398, -5.949289], [2.208033, -3.084905, 3.936609], [4.234515, -3.931344, -1.225135], [-3.125674, 0.598973, 2.690967], [-2.857983, 1.854523, 6.439081], [-1.606927, -4.321102, -2.217634], [1.226322, -2.572430, -2.008166], [3.849814, -1.208662, 5.689007], [4.067115, 0.933059, -2.927037], [2.272465, -2.640514, -1.731842], [-0.848020, 2.255482, -3.281318], [4.928382, -0.622037, -1.020088], [0.531639, -1.571324, -4.123211], [-0.019172, -1.247458, -6.388008], [2.888381, -3.864218, -1.580450], [-0.300963, 0.262246, -3.566806], [-0.160899, 1.691869, -3.915442], [-7.226687, 1.654535, 2.068846], [1.492851, -1.892019, 2.440394], [-0.078124, -0.790956, 4.033710], [1.564043, -0.958889, 1.486832], [-1.762602, -1.222490, -3.590795], [-2.354057, 0.389726, -3.204302], [4.960044, -2.761064, -1.027396], [3.180328, 3.303664, -1.767615], [-0.994655, -3.629633, -1.944484], [-2.831737, 0.790496, -5.467168], [-5.361007, 1.907104, 4.878821], [-0.566691, -3.979554, -1.155791], [5.456971, 2.153288, -3.995770], [3.220009, 0.278372, 7.549268], [-4.069574, 0.975760, 3.065758], [-2.301880, -0.841222, -5.856081], [3.003962, -1.445937, -1.566705], [0.536788, -1.083909, 0.668216], [2.497020, 0.046527, 6.779127], [2.561689, 2.109840, -1.444176], [2.323501, -4.773275, -1.741026], [-0.472889, 1.899484, -5.420885], [-5.174051, 1.061078, 2.230490], [0.937360, 1.251752, 7.646403], [0.618550, -0.523779, -4.416968], [-1.877549, 0.700981, 4.849057], [4.227154, 3.322453, -2.682586], [-1.837721, 0.596613, -0.685621], [4.387603, 0.013885, -3.399844], [0.388724, -2.641728, 2.269622], [-2.997024, 1.347891, 5.263963]],
  "forces_ev_per_angstrom": [[0.0, 0.0, 0.0], [0.0, 0.0, 0.0], [0.0, 0.0, 0.0], [0.0, 0.0, 0.0], [0.0, 0.0, 0.0], [0.0, 0.0, 0.0], [0.0, 0.0, 0.0], [0.0, 0.0, 0.0], [0.0, 0.0, 0.0], [0.0, 0.0, 0.0], [0.0, 0.0, 0.0], [0.0, 0.0, 0.0], [0.0, -0.1, -0.1], [0.0, 0.0, 0.0], [0.0, 0.0, 0.0], [0.0, 0.0, 0.0], [0.1, -0.1, -0.1], [0.0, 0.0, 0.0], [0.0, 0.0, 0.0], [-0.1, 0.0, 0.0], [0.0, 0.0, 0.0], [0.0, 0.0, 0.0], [0.0, 0.0, 0.0], [0.0, 0.0, 0.0], [0.0, 0.0, 0.0], [0.0, 0.0, 0.0], [-0.1, -0.1, 0.0], [0.0, 0.0, 0.0], [0.1, 0.0, 0.0], [0.0, 0.0, 0.0], [0.0, 0.0, 0.0], [0.0, 0.1, 0.1], [0.0, 0.0, 0.0], [0.0, 0.0, 0.0], [-0.1, 0.0, 0.0], [0.0, 0.0, 0.0], [0.0, 0.0, 0.0], [0.1, 0.1, 0.0], [0.0, 0.0, 0.0], [0.0, 0.0, 0.0], [0.0, 0.0, 0.0], [0.1, 0.0, 0.0], [0.0, 0.0, 0.1], [0.0, 0.0, 0.0], [0.0, 0.0, 0.0], [0.0, 0.0, 0.0], [0.0, 0.0, 0.0], [0.0, 0.0, 0.0], [-0.1, 0.0, 0.0], [0.0, 0.0, 0.0], [0.0, 0.0, 0.0], [0.0, 0.0, 0.0], [0.0, 0.1, 0.0], [0.0, 0.0, 0.0], [0.0, 0.0, 0.0], [0.0, 0.0, 0.0], [0.0, 0.0, 0.0], [0.0, 0.0, 0.0], [0.0, 0.0, 0.0], [0.0, 0.0, 0.1], [0.0, 0.0, 0.0], [0.0, 0.0, 0.0], [0.1, 0.1, 0.0], [0.0, 0.0, 0.0], [0.0, -0.1, 0.0], [0.0, 0.0, 0.0], [0.0, 0.0, 0.0], [0.0, 0.0, 0.0], [0.0, 0.0, 0.0], [0.0, 0.1, 0.1], [0.0, 0.0, 0.0], [0.0, 0.0, 0.0], [0.0, 0.0, 0.0], [0.0, 0.0, 0.0], [0.0, 0.0, 0.0], [0.0, 0.0, -0.1], [0.0, 0.0, 0.0], [-0.1, 0.0, 0.0], [-0.1, 0.0, 0.0], [0.0, 0.0, 0.0], [0.0, 0.1, 0.0], [0.0, 0.0, 0.0], [0.0, 0.0, 0.0], [0.0, 0.0, 0.0], [0.0, 0.0, 0.0], [0.0, 0.0, 0.0], [0.0, 0.0, 0.0], [0.0, 0.0, 0.0], [0.0, 0.0, 0.1], [0.0, 0.0, 0.0], [-0.1, 0.0, 0.0], [0.1, 0.0, 0.1]],
  "mulliken_spin": [-0.06, 0.00, 0.00, 0.00, 0.00, -0.01, 0.00, 0.00, 0.00, 0.00, 0.00, 0.01, 0.00, 0.00, 0.00, 0.00, 0.80, 0.00, 0.00, -0.01, 0.00, 0.00, 0.00, 0.00, 0.01, 0.00, -0.07, 0.00, 0.00, 0.01, 0.00, 0.00, 0.00, 0.18, 0.00, 0.00, 0.00, 0.59, 0.00, 0.00, -0.01, -0.01, 0.00, 0.00, 0.00, 0.00, 0.16, 0.00, 0.00, 0.00, 0.03, 0.00, 0.13, 0.13, 0.00, 0.00, 0.00, 0.00, -0.09, 0.09, -0.02, 0.00, 0.00, 0.00, -0.02, 0.00, 0.00, -0.08, -0.06, 0.00, 0.00, 0.00, 0.00, 0.00, 0.00, 0.00, 0.00, -0.04, 0.07, 0.00, 0.09, 0.00, 0.00, 0.00, 0.00, -0.01, 0.00, 0.11, 0.06, 0.00, 0.00, 0.00],
  "homo_lumo_gap_ev": [7.74, 6.06],
  "total_charge": 1,
  "largest_force_ev_per_a": 0.133,
  "homo_energy_ev": [-9.7, -10.4],
  "multiplicity": 3,
  "relative_energy_kcal_mol": 0.6
}



- Which formula does entry 1 have?
  C38H40KN4O4P2SSi